The following is a DFT calculation (ωB97M-V/def2-TZVPD) of the molecule C3H4F2.

```
9
Properties=species:S:1:pos:R:3:forces:R:3:lowdin_charge:R:1
C -0.493530 0.199806 -1.252414 0.0 0.0 0.1 -0.101
C 0.017776 0.478835 -0.063026 0.0 -0.1 -0.1 -0.338
C 0.357883 -0.513840 0.991996 0.0 0.3 -0.1 -0.028
F -0.781006 1.136436 -2.168322 0.0 0.2 0.1 0.029
F 0.279441 1.754244 0.287859 -0.1 -0.1 -0.1 0.064
H -0.722064 -0.799468 -1.585408 0.0 -0.1 0.1 0.119
H 1.420016 -0.449622 1.226772 0.0 -0.1 0.0 0.086
H -0.197990 -0.287634 1.901478 0.0 -0.1 0.0 0.086
H 0.119473 -1.518757 0.661064 0.0 -0.1 0.0 0.082
```
Forces are in eV/Å.

Its energy above the lowest of the compared OMol25 structures with the same formula, charge and spin is 19.3 kJ/mol. Its multiplicity is 1. As for the total energy: -316.408518 Eh. Its total charge is 0. The value obtained for the maximum force is 0.3 eV/A. As for the highest occupied orbital energy: -9.5 eV. Its HOMO-LUMO gap is 10.519 eV. As for the SMILES: C/C(F)=C/F.